{"formula": "C32H50N2O18", "method": "wB97M-V/def2-TZVPD", "elements": ["C", "C", "C", "O", "C", "O", "O", "H", "H", "H", "H", "H", "H", "C", "C", "C", "O", "C", "O", "O", "H", "H", "H", "H", "H", "H", "C", "C", "C", "O", "C", "O", "O", "H", "H", "H", "H", "H", "H", "C", "C", "C", "O", "C", "O", "O", "H", "H", "H", "H", "H", "H", "C", "C", "C", "O", "C", "O", "O", "H", "H", "H", "H", "H", "H", "C", "C", "C", "O", "C", "O", "O", "H", "H", "H", "H", "H", "H", "C", "C", "C", "C", "N", "H", "H", "H", "H", "H", "H", "H", "C", "C", "C", "C", "N", "H", "H", "H", "H", "H", "H", "H"], "positions_angstrom": [[-12.64, -9.06, 13.97], [-11.97, -8.08, 14.76], [-11.95, -8.33, 16.25], [-10.57, -8.24, 16.57], [-9.82, -8.03, 15.47], [-8.61, -8.08, 15.50], [-10.57, -7.89, 14.47], [-12.38, -10.05, 14.15], [-12.67, -9.04, 12.93], [-13.73, -8.98, 14.10], [-12.57, -7.12, 14.77], [-12.31, -9.32, 16.53], [-12.49, -7.60, 16.91], [-2.31, -6.85, 18.16], [-2.89, -7.35, 16.86], [-2.33, -6.78, 15.53], [-1.60, -7.82, 14.91], [-1.78, -8.92, 15.62], [-1.24, -10.01, 15.45], [-2.54, -8.67, 16.68], [-2.65, -7.56, 18.93], [-2.52, -5.77, 18.35], [-1.21, -6.85, 18.28], [-3.97, -7.22, 16.91], [-1.56, -6.00, 15.70], [-3.16, -6.58, 14.91], [-6.29, -6.76, 13.59], [-5.83, -5.78, 12.51], [-5.44, -4.38, 12.94], [-4.11, -4.25, 12.51], [-3.73, -5.38, 12.06], [-2.58, -5.67, 11.90], [-4.65, -6.25, 11.96], [-5.47, -6.98, 14.26], [-6.52, -7.71, 13.16], [-7.13, -6.36, 14.13], [-6.61, -5.86, 11.77], [-5.64, -4.27, 13.98], [-6.04, -3.71, 12.27], [-10.94, -5.17, 17.84], [-10.49, -4.17, 18.82], [-10.22, -4.66, 20.24], [-8.87, -4.38, 20.40], [-8.37, -3.66, 19.38], [-7.28, -3.13, 19.24], [-9.38, -3.45, 18.50], [-9.95, -5.67, 17.53], [-11.40, -4.90, 16.90], [-11.45, -5.93, 18.46], [-11.35, -3.36, 18.95], [-10.53, -5.72, 20.31], [-10.82, -4.09, 21.05], [-5.14, -1.52, 15.74], [-5.08, -2.10, 17.14], [-4.25, -3.48, 17.35], [-3.09, -3.02, 17.91], [-3.21, -1.79, 18.38], [-2.41, -1.25, 19.13], [-4.39, -1.23, 17.93], [-4.10, -1.60, 15.35], [-5.58, -0.56, 15.79], [-5.77, -2.15, 15.18], [-6.16, -2.19, 17.42], [-4.04, -3.99, 16.38], [-4.86, -4.09, 17.99], [-8.76, -8.53, 19.13], [-7.83, -7.29, 19.19], [-6.34, -7.66, 19.27], [-5.74, -6.64, 18.46], [-6.67, -6.05, 17.67], [-6.45, -5.32, 16.69], [-7.88, -6.52, 18.02], [-9.71, -8.25, 18.73], [-9.02, -9.04, 20.05], [-8.34, -9.28, 18.52], [-8.22, -6.66, 19.99], [-6.22, -8.61, 18.61], [-5.81, -7.74, 20.22], [-8.65, -3.86, 14.78], [-10.03, -3.27, 14.65], [-10.32, -2.04, 15.56], [-9.62, -0.81, 15.17], [-9.13, 0.17, 14.80], [-8.23, -4.07, 13.80], [-8.90, -4.82, 15.24], [-8.04, -3.25, 15.46], [-10.76, -4.08, 14.74], [-10.27, -3.04, 13.55], [-10.11, -2.16, 16.64], [-11.35, -1.81, 15.58], [-5.67, -9.58, 15.25], [-4.88, -10.86, 15.32], [-5.24, -11.72, 16.55], [-5.17, -11.07, 17.83], [-5.08, -10.54, 18.88], [-5.60, -9.00, 16.18], [-6.71, -9.72, 15.03], [-5.25, -8.95, 14.41], [-3.81, -10.67, 15.38], [-5.05, -11.40, 14.39], [-4.72, -12.63, 16.63], [-6.19, -12.10, 16.46]], "mulliken_charge": [-1.71, 0.73, -0.59, -0.15, 0.50, -0.27, -0.36, 0.40, 0.43, 0.41, 0.13, 0.32, 0.23, -1.70, 1.86, 0.29, -0.35, 0.59, -0.63, -0.45, 0.37, 0.13, 0.47, -0.85, 0.26, -0.11, 0.38, -0.06, 0.67, -0.35, 0.47, -0.59, -0.43, -0.91, 0.78, -0.30, 0.44, -0.49, 0.36, -0.89, 0.50, -0.66, -0.36, 0.46, -0.57, -0.14, 0.03, 0.54, 0.28, 0.21, 0.32, 0.30, -1.44, 1.23, 0.36, -0.38, 0.46, -0.61, -0.43, 0.37, 0.45, 0.15, -0.21, -0.03, -0.03, -1.57, 0.45, 0.38, -0.08, -1.17, 0.58, 0.44, 0.24, 0.39, 0.34, 0.48, -0.63, 0.36, 0.88, -0.85, 0.02, -0.03, -0.48, 0.12, -0.53, -0.28, 0.27, 0.37, -0.19, 0.62, -0.39, -0.47, -1.11, 0.54, -0.61, -0.36, 0.72, 0.20, -0.01, 0.53, 0.52, 0.47], "homo_energy_ev": -10.20, "mol_weight_da": 750.7, "e_tot_ha": -2713.09792, "orbital_gap_ev": 9.8}